Entry from the OMol25 dataset: a cluster of 2 separate species, C2H9N2 in total in a non-equilibrium geometry (ωB97M-V/def2-TZVPD).

relative energy (zero: lowest compared OMol25 entry of this formula, charge and spin)	13.0	kcal/mol
net charge	+1
max |F|	1.124	eV/A
LUMO	-4.474	eV
Kohn-Sham gap	10.90	eV

Last column: natural (NBO) charge in e.
Atoms and positions in Å:
C1 -3.681 0.199 -1.982  -0.853
H1 -2.814 0.470 -1.377  0.177
H2 -3.628 0.446 -3.041  0.227
H3 -4.449 0.811 -1.526  0.227
H4 -3.859 -0.874 -2.027  0.224
N1 0.492 0.294 0.284  -0.671
C2 1.756 0.088 0.500  0.411
N2 2.214 -0.596 1.538  -0.734
H5 -0.184 -0.231 0.813  0.431
H6 0.159 0.879 -0.468  0.449
H7 2.507 0.619 -0.074  0.239
H8 3.084 -1.082 1.411  0.437
H9 1.749 -0.764 2.416  0.438